[1]
{"formula": "C7H11FN4", "method": "the ωB97M-V functional and the def2-TZVPD basis", "symbols": ["C", "C", "C", "C", "C", "C", "C", "N", "N", "N", "N", "F", "H", "H", "H", "H", "H", "H", "H", "H", "H", "H", "H"], "xyz": [[2.1498, -1.0290, 0.0661], [0.8887, -1.6807, 0.4832], [0.2883, -1.0188, 1.7177], [-0.3107, 0.2944, 1.4735], [0.3811, 1.4725, 1.0959], [1.7491, 1.3986, 0.3595], [-0.6191, 0.4481, -2.2489], [3.1984, -1.6688, -0.4669], [4.1584, -0.7156, -0.7425], [3.7258, 0.4364, -0.5011], [2.4646, 0.3095, 0.0915], [2.4995, 2.5404, 0.4319], [0.1501, -1.4424, -0.3910], [1.2255, -2.6334, 0.5788], [-0.3881, -1.7815, 2.0458], [1.2625, -0.9351, 2.3727], [-0.3206, 0.1705, -3.2501], [-1.4391, 0.3315, 1.3681], [-0.1850, 2.0583, 0.3923], [0.5290, 2.1578, 1.9703], [-0.5204, -0.2756, -1.4208], [-1.6642, 0.8662, -2.3311], [0.1617, 1.0884, -1.8916]], "atomic_forces_ev_per_a": [[1.940, 0.490, -1.029], [-1.108, 4.336, -2.903], [2.888, -0.377, 0.917], [-3.003, -1.675, 0.059], [2.819, 1.947, -0.762], [-1.546, 2.351, 1.354], [-0.820, 0.122, 0.535], [-0.361, 0.755, 0.764], [-1.466, -1.165, -0.152], [-0.120, 0.976, 0.861], [1.434, -2.070, -1.157], [-0.767, -1.058, 0.060], [1.243, -1.461, 1.445], [-0.089, -3.245, 0.380], [-0.556, 0.092, 1.003], [-2.125, -0.125, -0.277], [0.096, -0.826, 0.047], [1.504, -0.053, 0.253], [-0.720, 0.386, -0.158], [0.160, -0.335, -0.438], [-0.772, -0.438, -1.180], [1.343, -0.136, 0.527], [0.026, 1.510, -0.148]], "lowdin_charge": [-0.291, -0.125, -0.198, -0.109, -0.148, -0.207, -0.025, 0.070, -0.031, 0.051, 0.014, 0.063, 0.129, 0.084, 0.104, 0.165, 0.024, 0.134, 0.111, 0.149, -0.013, 0.053, -0.006], "homo_lumo_gap_ha": [0.29924, 0.27099], "lumo_energy_ev": [-0.413, -0.403], "de_lowest_kcal_mol": 89.2}

---

[2]
{"formula": "C7H11GaI2N2O5S", "method": "the ωB97M-V functional and the def2-TZVPD basis", "symbols": ["C", "I", "H", "H", "H", "C", "C", "N", "H", "I", "N", "H", "Ga", "C", "O", "C", "C", "H", "H", "H", "C", "H", "H", "H", "O", "S", "O", "O", "O"], "xyz": [[1.4802, -2.9364, -2.7232], [2.7579, -1.5885, -1.0229], [2.3608, -3.2005, -3.3114], [0.8181, -2.2420, -3.2408], [1.0840, -3.8025, -2.1842], [-1.7044, 1.8386, -2.9218], [-0.1390, 0.7531, -1.7003], [-1.3936, 1.2959, -1.6900], [-0.4510, 1.9762, -4.7282], [2.3795, 1.9606, 0.3576], [0.3454, 1.0639, -2.9345], [-2.6499, 2.3024, -3.1417], [0.9049, -0.0754, -0.2155], [-0.6450, -2.7289, -1.3885], [-1.4608, -3.4466, -1.0245], [-0.6177, 1.6824, -3.7068], [1.6809, 0.8264, -3.4264], [2.4149, 1.2639, -2.7437], [1.7622, 1.3070, -4.4066], [1.8802, -0.2445, -3.5338], [-2.3055, 1.4167, -0.5749], [-3.3311, 1.3769, -0.9602], [-2.1675, 2.3800, -0.0627], [-2.1576, 0.6141, 0.1480], [-0.2627, -1.8059, 2.8775], [-0.6960, -1.2854, 1.6027], [-2.0864, -1.4635, 1.2430], [-0.2377, 0.1951, 1.3961], [0.2149, -1.8985, 0.4264]], "atomic_forces_ev_per_a": [[0.399, -1.287, -1.771], [1.900, 0.201, 0.433], [0.045, 0.061, -0.010], [-0.019, -0.405, 0.265], [0.035, 0.465, -0.357], [0.368, -0.055, 0.041], [-0.910, 1.199, -1.126], [0.488, -0.422, -0.543], [0.108, -0.025, 0.033], [0.259, 0.644, 0.112], [-0.866, -0.390, 0.212], [0.019, -0.059, 0.156], [-0.311, -0.446, 1.142], [-2.633, -0.503, 0.191], [0.905, 0.378, -0.451], [0.039, 0.126, 0.466], [0.573, -0.252, -0.320], [-0.100, -0.063, -0.083], [0.010, -0.049, 0.222], [-0.055, 0.252, 0.049], [-0.420, -0.020, 0.628], [0.235, -0.064, 0.038], [0.113, -0.248, -0.186], [-0.025, 0.086, -0.187], [-0.455, 0.245, -0.145], [2.127, -0.285, -1.798], [-0.120, 0.276, 0.396], [-0.582, -0.843, 0.265], [-1.127, 1.483, 2.324]], "lowdin_charge": [-0.422, 0.676, -0.055, -0.045, -0.042, -0.155, -0.172, -0.098, 0.042, 0.067, -0.106, 0.079, -0.500, -0.073, 0.057, -0.203, -0.122, 0.042, 0.052, 0.039, -0.035, 0.086, 0.099, 0.056, -0.323, 0.401, -0.340, -0.439, -0.569], "total_charge": -2, "homo_lumo_gap_ha": [0.18612, 0.06728], "lumo_energy_ev": [4.633, 4.475]}

---

[3]
{"formula": "C7H11I2MnN2O2", "method": "the ωB97M-V functional and the def2-TZVPD basis", "symbols": ["C", "I", "H", "H", "H", "C", "C", "N", "H", "I", "N", "H", "Mn", "C", "O", "C", "C", "H", "H", "H", "C", "H", "H", "H", "O"], "xyz": [[-2.5307, -0.6161, -0.8902], [-2.6858, 1.7525, -2.6592], [-2.7961, -1.6240, -0.5104], [-1.6630, -0.7495, -1.5292], [-3.3919, -0.2240, -1.4481], [2.5978, -0.5244, -0.3868], [0.5527, 0.1600, 0.2651], [1.6671, 0.4986, -0.4243], [2.4560, -2.4676, 0.6448], [0.0817, 2.6449, 2.6763], [0.8290, -1.0626, 0.7899], [3.5442, -0.4509, -0.8735], [-0.7600, 1.3506, 0.8040], [-2.2633, 0.2760, 0.3568], [-3.0625, 0.5584, 1.2361], [2.0632, -1.5081, 0.3646], [-0.0642, -1.8277, 1.6495], [0.5433, -2.5819, 2.1645], [-0.8480, -2.3370, 1.0628], [-0.5579, -1.1735, 2.3853], [1.8875, 1.7852, -1.0795], [2.7215, 1.6694, -1.7793], [2.1395, 2.5588, -0.3351], [0.9774, 2.1012, -1.6096], [-1.4373, 1.7916, -0.8746]], "atomic_forces_ev_per_a": [[-0.750, -0.908, 1.863], [-0.309, 1.451, -1.653], [-0.079, 0.155, 0.081], [0.009, 0.434, 0.079], [0.306, -0.514, 0.287], [-0.250, -0.030, 0.116], [-0.208, 0.580, 1.607], [1.122, 0.010, -1.517], [0.114, -0.102, 0.001], [0.891, 1.505, 2.095], [0.123, -1.522, 0.336], [0.327, -0.055, -0.217], [-1.683, -1.107, -1.303], [1.224, -0.898, -1.022], [-1.176, -0.187, 0.043], [0.408, -0.151, 0.093], [0.132, 0.190, -0.376], [-0.156, 0.102, 0.017], [0.199, 0.211, 0.159], [0.250, -0.116, -0.280], [-0.230, -0.167, 0.243], [-0.110, 0.037, 0.030], [-0.116, -0.213, -0.116], [0.187, -0.190, 0.203], [-0.224, 1.485, -0.770]], "mulliken_spin": [-0.048, 0.757, 0.009, -0.017, 0.008, -0.003, -0.318, -0.065, -0.013, 0.085, -0.077, -0.007, 3.525, -0.310, -0.033, 0.005, 0.015, 0.003, 0.009, -0.022, -0.005, -0.004, 0.009, -0.013, 0.509], "total_charge": -2, "homo_lumo_gap_ha": [0.11245, 0.10911], "lumo_energy_ev": [4.838, 4.802], "multiplicity": 5, "s2": 6.373}

---

[4]
{"formula": "C7H11I2O2P", "method": "the ωB97M-V functional and the def2-TZVPD basis", "symbols": ["O", "C", "O", "C", "C", "C", "C", "C", "C", "P", "I", "I", "H", "H", "H", "H", "H", "H", "H", "H", "H", "H", "H"], "xyz": [[-1.4396, 0.0490, 3.8309], [-1.7295, -0.7118, 2.9501], [-1.5397, -0.5898, 1.6676], [-0.8286, 0.5703, 1.1786], [0.6760, 0.3264, 1.2857], [1.1122, -0.8222, 0.3796], [0.7041, -0.5476, -1.0642], [-0.8070, -0.3621, -1.1581], [-1.2660, 0.7888, -0.2657], [-2.5243, -2.3608, 3.3977], [-0.3935, -3.5217, 3.4601], [-3.4642, -3.0014, 1.2593], [-1.1166, 1.4200, 1.8112], [0.9364, 0.1134, 2.3253], [1.1850, 1.2467, 0.9944], [0.6480, -1.7528, 0.7137], [2.1934, -0.9482, 0.4524], [1.2078, 0.3542, -1.4205], [1.0132, -1.3793, -1.6985], [-1.0991, -0.1569, -2.1889], [-1.3069, -1.2811, -0.8468], [-0.8283, 1.7278, -0.6087], [-2.3529, 0.8825, -0.3055]], "atomic_forces_ev_per_a": [[0.084, 0.242, -0.017], [-0.220, -0.558, 0.548], [0.190, 0.246, -0.810], [0.294, 0.857, 0.025], [-0.261, -0.335, 0.132], [0.105, 0.213, -0.099], [-0.123, -0.275, 0.091], [0.120, 0.234, -0.100], [-0.117, -0.391, 0.246], [-0.246, 0.060, 0.347], [0.171, -0.141, -0.012], [-0.126, -0.198, -0.115], [0.040, -0.172, -0.141], [-0.008, 0.101, 0.002], [0.026, 0.072, 0.018], [0.024, -0.040, 0.046], [0.019, -0.068, 0.026], [0.061, 0.045, -0.078], [0.068, 0.037, -0.082], [-0.055, -0.054, -0.033], [-0.042, -0.053, -0.024], [-0.004, 0.067, 0.000], [0.000, 0.112, 0.031]], "lowdin_charge": [0.047, -0.924, -0.162, -0.286, -0.127, -0.193, -0.199, -0.193, -0.129, 0.127, 0.386, 0.385, 0.153, 0.118, 0.127, 0.088, 0.112, 0.114, 0.110, 0.111, 0.090, 0.125, 0.120], "homo_lumo_gap_ha": 0.31692, "smiles": "O=C(OC1CCCCC1)P(I)I", "lumo_energy_ev": -0.581}

---

[5]
{"formula": "C7H11IO3", "method": "the ωB97M-V functional and the def2-TZVPD basis", "symbols": ["C", "C", "C", "C", "C", "C", "C", "O", "O", "O", "I", "H", "H", "H", "H", "H", "H", "H", "H", "H", "H", "H"], "xyz": [[-0.2985, -1.5437, 0.9332], [-0.4878, 1.6700, -1.0923], [0.7047, -1.4595, -0.2234], [0.2153, -0.4413, -1.1750], [-1.1000, 1.7361, 0.3751], [-1.6068, 0.4372, 0.8344], [2.1787, -1.0042, 0.0797], [0.6221, 0.8487, -1.1415], [-0.6281, -0.3406, 1.4614], [-0.2520, 2.3100, 1.3052], [-3.3475, -0.3519, -0.2082], [-1.2558, -2.0079, 0.6793], [0.1833, -2.1491, 1.8078], [-1.2686, 1.3353, -1.7074], [-0.1799, 2.6344, -1.2424], [0.7105, -2.4303, -0.5413], [-0.5571, -0.6320, -1.9726], [-1.9162, 2.4038, 0.1169], [2.2784, -0.0313, 0.4638], [2.8189, -1.0276, -0.9483], [2.8362, -1.6127, 0.7483], [0.3503, 1.6566, 1.4472]], "atomic_forces_ev_per_a": [[1.160, -2.522, 1.985], [-0.036, -0.660, 2.838], [1.241, 3.350, 0.980], [-1.595, -0.976, -2.002], [-0.797, 0.349, -2.001], [0.485, -1.458, -0.060], [2.004, -2.091, -1.821], [0.633, -0.913, 0.383], [-1.681, 2.887, 0.480], [-2.248, 2.851, -0.737], [0.992, 0.233, 0.754], [0.435, -0.621, -0.540], [-0.838, 0.824, -1.466], [-1.028, -0.296, -1.268], [0.756, 2.500, -0.982], [0.139, -2.447, -1.680], [0.801, -0.065, 0.994], [-0.461, 0.290, 0.751], [-0.271, 1.403, 0.299], [-1.743, 0.179, 2.227], [-1.088, -0.112, -0.270], [3.141, -2.705, 1.135]], "lowdin_charge": [-0.236, -0.155, -0.286, -0.136, -0.417, -0.546, -0.044, -0.060, -0.135, 0.061, 0.867, 0.068, 0.167, 0.078, 0.109, 0.106, 0.133, 0.133, 0.040, 0.136, 0.079, 0.037], "homo_lumo_gap_ha": [0.28882, 0.27683], "lumo_energy_ev": [0.170, 0.135]}

---

[6]
{"formula": "C7H11IO3P", "method": "the ωB97M-V functional and the def2-TZVPD basis", "symbols": ["C", "C", "C", "C", "C", "C", "C", "O", "O", "O", "P", "I", "H", "H", "H", "H", "H", "H", "H", "H", "H", "H", "H"], "xyz": [[2.0220, 3.2308, -0.7197], [1.7928, 1.9645, -0.9177], [0.1398, 0.0378, -1.1402], [0.3796, 1.5158, -1.0859], [-0.2247, 0.6409, -0.0092], [-1.1823, -2.9026, 0.2639], [-0.3578, -2.1815, 1.4550], [1.1426, 0.1599, 2.1798], [-1.0646, 1.4192, 2.5463], [-1.0954, -1.0413, 1.8741], [-0.2549, 0.4027, 1.8582], [-2.7396, 0.2081, -2.5855], [2.9940, 3.5572, -0.6509], [1.3724, 4.0738, -0.6750], [2.5328, 1.2503, -1.0778], [-1.7372, 0.3778, -1.2887], [0.2746, -0.9044, -1.5047], [-0.3534, 1.9833, -1.8310], [-1.7528, -2.1817, -0.2470], [-0.4306, -3.3807, -0.3161], [-1.8271, -3.6831, 0.6048], [0.5456, -1.6624, 1.0631], [-0.1757, -2.8846, 2.2043]], "atomic_forces_ev_per_a": [[0.363, 0.733, -0.107], [-3.089, 0.936, -0.753], [-0.745, 2.359, 3.415], [-0.922, -1.025, -1.673], [0.798, -0.810, -0.297], [1.918, 0.490, 2.475], [-1.215, 1.821, -3.634], [2.000, -0.372, 0.229], [-0.440, 0.172, -0.198], [-0.188, 0.509, 0.808], [-2.204, -0.185, -0.664], [-0.679, 0.066, -0.414], [2.449, 0.595, 0.247], [-1.208, -0.104, 0.125], [1.327, -1.066, 0.202], [0.000, -0.181, -0.019], [0.505, -2.116, -1.255], [1.334, 0.545, 1.299], [-0.489, 0.889, -0.885], [0.497, -0.337, -1.088], [-0.579, -0.413, 0.563], [0.108, -1.684, 0.087], [0.457, -0.822, 1.538]], "lowdin_charge": [0.006, -0.135, -0.156, -0.280, -0.165, -0.051, -0.258, -0.313, -0.336, -0.264, 0.252, 0.383, 0.016, 0.059, 0.091, -0.297, 0.069, 0.101, 0.023, 0.045, 0.046, 0.085, 0.081], "total_charge": -1, "homo_lumo_gap_ha": 0.30132, "lumo_energy_ev": 2.682, "de_lowest_kcal_mol": 20.4}